Entry 1:
35
Properties=species:S:1:pos:R:3:forces:R:3 method="wB97M-V/def2-TZVPD" homo_energy_ev="-14.75 / -15.37" s2=2.03 multiplicity=3 fmax_ha_per_bohr=0.006 e_tot_ha=-1624.9408 homo_lumo_gap_ev="6.562 / 7.324" total_charge=+2
Mo -0.36989 -0.86622 -1.23706 -0.167 0.157 -0.199
S 0.49687 1.29173 -1.79385 -0.047 0.070 0.014
S -1.65358 -2.47656 -2.59795 0.061 0.003 -0.004
N 1.03339 -2.33789 -0.58411 -0.005 -0.215 0.032
N -2.46537 0.06505 -1.85318 -0.069 -0.103 -0.059
N -0.28882 3.48596 -2.96059 -0.021 0.027 0.037
N -1.70393 2.79253 -1.29218 0.030 -0.024 0.007
C -2.40992 -1.48568 1.05591 -0.011 -0.016 0.028
C 3.54312 0.37422 -0.28084 -0.065 -0.115 -0.052
C 2.89295 -0.74449 -0.75006 0.038 0.137 0.171
C -0.63684 2.61151 -2.03533 -0.009 -0.033 -0.079
C 1.18316 -0.47945 1.01254 0.115 0.066 -0.065
C 3.04051 1.05700 0.83366 -0.014 -0.005 -0.001
C 1.88298 0.64532 1.46311 -0.062 -0.157 -0.034
C -1.66575 -1.34555 3.35166 -0.013 -0.007 -0.029
C -0.12055 -0.89719 1.58710 -0.002 0.021 0.037
C 1.72228 -1.17339 -0.09818 0.125 0.052 0.043
C -0.38497 -0.98996 2.94606 -0.019 -0.005 -0.061
C -1.12801 -1.13843 0.64231 0.030 0.082 0.081
C -2.37324 -1.01905 -2.30328 0.089 0.103 0.061
C -2.66592 -1.59029 2.41652 -0.009 -0.006 0.059
H 3.28958 -1.31115 -1.58350 0.015 -0.012 -0.027
H 0.53171 3.32867 -3.52441 -0.001 0.015 0.007
H -2.02211 2.05102 -0.68869 -0.007 0.035 0.014
H 0.67695 -2.94150 0.15661 0.028 -0.026 -0.033
H 3.56935 1.92399 1.20513 0.008 0.019 0.013
H -1.88886 -1.43440 4.40530 0.005 0.002 0.032
H 4.45236 0.71505 -0.75568 0.002 -0.022 -0.029
H -2.33238 3.56762 -1.45140 -0.011 -0.017 0.001
H 0.39074 -0.80192 3.67714 0.026 0.008 0.004
H -3.65578 -1.86426 2.75487 -0.018 -0.005 -0.006
H -3.20585 -1.67101 0.34670 0.004 0.005 -0.012
H -0.81115 4.33601 -3.12001 0.007 -0.007 -0.008
H 1.58088 -2.87179 -1.25496 -0.017 -0.043 0.045
H 1.49610 1.19448 2.31064 -0.018 0.014 0.012


Entry 2:
29
Properties=species:S:1:pos:R:3:forces:R:3 method="wB97M-V/def2-TZVPD" homo_energy_ev=-12.59 smiles="C=[N+](Cc1ccccc1)c1ccccc1" fmax_ha_per_bohr=0.091 e_tot_ha=-596.2990 homo_lumo_gap_ev=8.289 total_charge=+1
N -0.47481 0.19139 0.73584 -0.124 2.837 -1.354
C -1.80448 0.14645 0.12290 -1.214 -3.262 1.659
C 0.51883 1.22860 0.01357 -0.319 -1.889 1.020
C 4.15167 0.26094 0.67284 0.031 1.876 -0.126
C 3.21086 -1.09907 -1.13440 1.216 1.789 -0.701
C -2.37467 -1.16566 0.12954 2.567 0.445 0.212
C -3.62311 -1.35936 -0.31978 -1.853 2.975 -0.617
C -4.46287 -0.27281 -0.63895 2.619 1.478 -0.040
C -0.07236 -0.44298 1.73424 0.920 -1.162 1.624
C 1.96603 -0.44613 -1.01922 3.182 -2.552 -0.395
C 1.85344 0.52837 -0.10547 -0.416 2.526 2.591
C -2.64500 1.20600 -0.19681 1.548 -1.475 -0.230
C -3.90699 1.05427 -0.65757 -1.565 -4.359 0.744
C 2.91574 0.86476 0.79165 -1.682 1.445 -0.096
C 4.34016 -0.54500 -0.42997 -1.774 -2.671 -0.545
H -2.34373 2.16704 -0.21541 1.610 3.087 0.273
H 3.33292 -1.78607 -2.02047 0.151 0.623 1.392
H 0.49989 2.13967 0.66165 -0.131 -0.525 -1.198
H 4.92150 0.73306 1.29923 0.091 -0.857 -0.472
H -5.44375 -0.50211 -0.92623 -1.265 0.058 -0.499
H 1.30373 -0.87208 -1.70410 -1.918 0.195 -0.699
H -4.46659 1.88305 -0.93398 -0.972 1.323 -0.434
H -0.55689 -1.24965 2.24991 -1.237 -0.009 -0.175
H -4.03590 -2.26358 -0.54994 -0.713 -2.648 0.113
H 5.27107 -0.96781 -0.71107 0.963 -0.051 0.094
H -1.79683 -2.05949 0.43071 -0.078 0.745 -0.314
H 0.04866 1.13406 -0.96535 0.030 1.445 0.030
H 2.77655 1.79207 1.46838 0.177 -1.869 -0.923
H 0.89693 -0.29793 2.21824 0.155 0.482 -0.935


Entry 3:
33
Properties=species:S:1:pos:R:3:forces:R:3 method="wB97M-V/def2-TZVPD" homo_energy_ev=-8.18 smiles="CCC(=O)Nc1ccc(NC(=O)c2ccco2)cc1" fmax_ha_per_bohr=0.020 e_tot_ha=-877.1392 homo_lumo_gap_ev=8.746 total_charge=0
O -3.66312 1.03074 -1.28085 -0.010 0.301 -0.167
O 4.89828 2.08228 0.41679 0.120 -0.113 0.082
O 4.97756 -0.75671 0.40094 0.281 0.412 0.408
N 2.68069 1.99416 0.08048 0.039 0.502 -0.058
N -2.41839 -0.29588 0.09535 0.065 -0.356 0.268
C 3.91152 -2.05885 -1.04973 0.434 -0.122 0.302
C -0.13866 -0.27460 0.82048 -0.069 0.071 -0.118
C 3.91461 1.41509 0.17062 0.215 0.084 0.011
C 0.38559 1.99779 -0.65293 0.346 -0.220 0.182
C 3.30178 -0.78744 -1.06429 0.386 0.562 0.504
C -3.56779 0.08026 -0.53955 -0.321 -0.524 0.059
C 1.12795 0.27033 0.83595 -0.101 0.186 0.038
C 4.92049 -1.97707 -0.13516 -0.400 -0.542 -0.550
C -0.88537 1.45884 -0.66443 -0.245 -0.012 -0.004
C -5.25661 -0.51469 1.21257 -0.014 -0.079 -0.107
C -1.15858 0.30616 0.06709 0.335 0.277 -0.091
C 3.98729 -0.02561 -0.14916 -0.555 -0.264 -0.845
C 1.41037 1.40448 0.07893 -0.518 -0.185 0.031
C -4.74168 -0.82204 -0.19390 -0.085 0.184 0.020
H -4.49121 -0.69898 1.96414 0.009 -0.003 0.106
H -5.55801 0.52777 1.28002 -0.030 0.082 0.055
H 2.70318 3.00668 0.08125 0.153 -0.182 0.049
H -6.11816 -1.13775 1.44036 -0.054 -0.019 0.076
H -1.66945 1.92279 -1.23825 -0.013 0.009 -0.008
H 5.63481 -2.69959 0.20759 0.135 -0.004 0.118
H 0.59018 2.89152 -1.22331 0.034 0.083 -0.099
H -5.53169 -0.63222 -0.92065 0.142 -0.029 -0.038
H 2.47676 -0.47494 -1.67107 -0.179 0.119 -0.072
H -2.47350 -1.11672 0.68260 -0.094 0.143 -0.148
H 3.63943 -2.91098 -1.63774 0.007 -0.213 -0.094
H -4.44296 -1.86998 -0.26725 -0.010 -0.013 -0.044
H -0.34435 -1.15647 1.41112 -0.019 -0.098 0.070
H 1.89903 -0.17837 1.44199 0.015 -0.038 0.064


Entry 4:
35
Properties=species:S:1:pos:R:3:forces:R:3 method="wB97M-V/def2-TZVPD" homo_energy_ev="-7.38 / -7.39" fmax_ha_per_bohr=0.128 e_tot_ha=-1801.6700 homo_lumo_gap_ev="6.091 / 6.094" total_charge=0
Ti 1.27179 -1.64933 -0.09848 2.292 -1.192 6.031
O 1.34156 0.36832 -0.51001 -1.247 0.573 0.529
O -2.03339 5.39580 3.52591 0.410 -0.357 -2.453
O -0.38515 -0.59152 0.45448 0.481 2.110 -0.227
O -2.07499 6.28136 1.51346 0.473 -1.961 1.337
N 2.10614 -1.70625 1.63800 -1.409 0.771 -4.445
N -1.85846 5.31947 2.28654 -1.370 3.037 1.359
C -0.56697 1.85443 2.07103 -0.058 -0.044 -0.279
C -1.38825 4.09259 1.73427 0.936 -1.839 -0.833
C -0.48071 -3.04275 -0.54845 0.700 -1.205 -0.910
C 1.66633 -3.91277 -0.79406 -0.833 0.187 0.594
C 0.54229 -3.37355 -1.50163 -0.741 -0.294 0.534
C -0.52153 2.85904 -0.15505 -0.072 -0.107 0.330
C 0.24350 0.49392 0.16647 0.318 -1.520 -0.066
C -0.27080 1.78406 0.70331 -0.038 0.144 -0.132
C 1.30334 -3.98397 0.59248 -0.829 -0.474 -0.984
C 0.81044 -1.01309 -3.15246 0.072 0.753 -1.175
C -0.01761 -3.45776 0.74119 0.707 -0.471 -0.606
C -0.46213 -1.07887 -3.57167 0.571 0.048 0.086
C -1.10985 4.01014 0.35552 -0.085 0.335 0.637
C -1.13198 3.00648 2.59167 -0.096 0.648 -0.185
H -0.59726 -3.41702 1.65887 0.370 0.239 -0.182
H 0.42980 -3.29401 -2.57666 0.128 -0.122 0.506
H 2.58982 -4.27895 -1.24708 -0.304 0.245 0.267
H 2.66455 -1.28393 2.37757 -0.180 0.061 -0.188
H -1.37762 3.09343 3.64757 0.137 0.014 -0.268
H -1.34577 4.86732 -0.27075 0.135 -0.223 0.123
H 1.91606 -4.42409 1.37299 -0.127 0.515 -0.163
H -1.45679 -2.63687 -0.80561 0.380 -0.023 0.216
H -0.95728 -2.02624 -3.80578 0.246 0.310 -0.091
H 1.26243 -0.04823 -2.90142 -0.227 -0.264 -0.239
H -0.26355 2.78379 -1.21106 -0.119 0.032 0.273
H -1.04473 -0.16771 -3.74646 0.107 -0.379 0.461
H 1.53202 -1.83437 -3.25602 -0.574 0.291 0.383
H -0.33526 1.01114 2.72131 -0.154 0.161 -0.241


Entry 5:
36
Properties=species:S:1:pos:R:3:forces:R:3 method="wB97M-V/def2-TZVPD" homo_energy_ev=-12.17 fmax_ha_per_bohr=0.003 e_tot_ha=-1361.2588 homo_lumo_gap_ev=9.734 total_charge=+1
Ag -1.93129 -0.03874 0.70738 0.082 0.093 0.078
S -4.24060 -0.37207 0.41193 -0.090 -0.043 -0.040
N -5.35455 -0.55138 -1.99894 -0.018 0.021 -0.018
N 0.11283 0.24632 1.24708 0.006 -0.061 -0.084
N 8.28909 -3.16776 1.22207 0.015 -0.005 -0.003
N -4.32023 1.35515 -1.73016 -0.010 -0.032 -0.017
N 2.25675 -0.11804 1.53537 -0.038 0.018 -0.016
C 4.84572 -2.75062 1.62378 -0.008 0.010 0.005
C 1.97891 1.09732 2.11970 -0.028 0.023 0.038
C -5.03439 1.50425 -3.00407 0.000 0.012 -0.002
C 0.65140 1.31020 1.93858 -0.010 0.004 0.011
C 5.89159 -0.62661 1.14166 -0.013 0.007 -0.005
C 5.98583 -2.00047 1.34866 -0.028 0.012 -0.002
C 4.65739 -0.00447 1.19758 0.019 -0.022 -0.013
C 7.26712 -2.64819 1.27893 0.020 -0.014 0.004
C -5.47476 0.07061 -3.31588 -0.004 -0.010 0.000
C 3.52897 -0.76098 1.47520 0.030 -0.014 0.000
C 1.10637 -0.58995 1.02065 -0.015 -0.004 0.002
C -3.83273 2.53231 -1.04440 0.015 0.008 0.004
C -4.61513 0.18262 -1.16594 0.041 -0.004 0.052
C 3.61265 -2.12733 1.69691 0.029 -0.002 0.014
H 2.72977 -2.69886 1.95001 -0.010 0.012 -0.002
H -3.11163 3.04800 -1.67683 0.003 0.001 0.006
H 6.78151 -0.05290 0.92468 0.006 -0.006 0.002
H 0.05236 2.14084 2.26628 -0.004 0.003 0.001
H 1.04303 -1.51939 0.48068 0.004 -0.002 0.003
H -4.65894 3.20984 -0.81723 0.000 0.003 -0.007
H -3.35682 2.23972 -0.11336 -0.007 0.006 0.004
H -6.49346 0.01617 -3.69042 0.004 -0.001 -0.005
H -4.80462 -0.41489 -4.02711 -0.005 0.000 -0.002
H 4.93007 -3.81417 1.79681 0.007 -0.001 -0.004
H 4.57352 1.05726 1.00869 -0.013 -0.001 0.001
H -4.38122 1.92459 -3.76600 -0.006 0.001 0.001
H -5.52851 -1.52390 -1.81045 0.009 -0.004 -0.002
H 2.73064 1.67136 2.63030 0.013 -0.005 -0.003
H -5.88669 2.17416 -2.86212 0.001 -0.001 -0.001


Entry 6:
37
Properties=species:S:1:pos:R:3:forces:R:3 method="wB97M-V/def2-TZVPD" homo_energy_ev=-9.07 smiles="COC(=O)c1cc(S(=O)(=O)NCCc2ccc(Cl)cc2)c[nH]1" fmax_ha_per_bohr=0.019 e_tot_ha=-1811.3538 homo_lumo_gap_ev=9.558 total_charge=0
Cl -4.58564 0.96080 -0.54758 -0.247 -0.002 -0.056
S 3.53528 0.04011 -0.71136 -0.003 0.085 0.580
O 4.76056 -0.52711 -0.23555 -0.119 -0.001 0.275
O 3.35132 0.29010 -2.10573 -0.379 0.029 0.031
O -1.70217 -3.14396 0.72081 0.089 0.048 0.014
O -1.79193 -1.99817 -1.22468 0.380 0.149 -0.066
N 3.36081 1.49247 0.08149 0.513 -0.684 -0.484
N 0.95569 -2.34686 1.04654 -0.163 -0.082 0.072
C -1.19205 -2.43475 -0.11864 -0.057 -0.114 0.117
C -0.30294 1.66539 0.67427 -0.049 0.035 0.125
C -2.94141 1.22608 -0.07904 0.243 0.076 0.060
C -2.19861 2.20478 -0.71768 -0.136 -0.045 -0.035
C -3.14156 -2.39496 -1.44380 -0.449 -0.213 0.081
C 2.09565 2.16794 -0.06037 -0.369 0.174 0.014
C 2.18072 -0.96897 -0.15948 0.606 0.281 -0.227
C -0.88754 2.42161 -0.33460 0.041 -0.123 0.120
C 0.18402 -1.95283 -0.01147 0.141 0.279 -0.449
C -1.07148 0.69276 1.30293 -0.038 0.157 -0.014
C 1.11972 1.89757 1.10350 0.027 0.057 -0.063
C 0.93110 -1.08621 -0.78386 -0.383 -0.331 0.063
C 2.16555 -1.76414 0.96676 0.361 0.108 0.097
C -2.38562 0.46722 0.93683 -0.084 0.051 -0.035
H 0.63098 -3.00035 1.74418 0.057 0.060 -0.048
H 2.28302 3.24139 -0.16114 -0.071 -0.127 -0.116
H 1.68800 1.80357 -1.00481 -0.178 0.253 0.000
H 1.46407 1.01964 1.65502 -0.023 0.055 -0.007
H 3.77296 1.49925 0.99950 0.165 -0.165 0.145
H 0.62435 -0.60482 -1.68829 -0.148 0.101 -0.229
H -2.64379 2.79352 -1.50426 -0.068 0.040 -0.067
H -3.18981 -2.91968 -2.39760 0.037 0.036 0.050
H -3.47442 -3.04896 -0.63614 -0.009 0.089 -0.151
H -0.31674 3.19262 -0.82816 0.068 0.111 -0.105
H -3.75973 -1.49854 -1.48191 0.073 -0.066 -0.004
H 2.94906 -1.94130 1.67567 0.117 -0.102 0.165
H 1.14427 2.74361 1.79667 0.053 -0.039 0.043
H -0.64101 0.10207 2.09839 0.088 -0.089 0.073
H -2.97066 -0.29088 1.43360 -0.086 -0.090 0.030